{"formula": "C51H47N3P2PdTe", "method": "wB97M-V/def2-TZVPD", "s_squared": 2.04, "e_tot_ha": -3214.3093, "spin_multiplicity": 3, "total_charge": 0, "homo_energy_ev": [-6.1, -6.2], "orbital_gap_ev": [5.578, 5.571], "elements": ["Pd", "Te", "C", "C", "C", "N", "C", "C", "C", "P", "C", "C", "C", "C", "C", "C", "C", "C", "C", "C", "C", "C", "P", "C", "C", "C", "C", "C", "C", "C", "C", "C", "C", "C", "C", "H", "H", "H", "H", "H", "H", "H", "H", "H", "H", "H", "H", "H", "H", "H", "H", "H", "H", "H", "H", "H", "H", "H", "H", "C", "C", "C", "C", "C", "C", "C", "C", "C", "C", "C", "C", "C", "C", "C", "H", "H", "H", "H", "H", "H", "H", "H", "H", "H", "C", "C", "N", "C", "C", "N", "C", "C", "H", "H", "H", "H", "H", "H", "H", "H", "H", "H", "H", "H", "H"], "xyz": [[0.04, 0.57, 0.11], [-4.81, -0.98, 1.47], [-6.10, 0.71, 1.41], [-6.27, 1.46, 0.25], [-7.09, 2.57, 0.28], [-7.77, 2.98, 1.35], [-7.63, 2.24, 2.45], [-6.81, 1.12, 2.53], [-3.01, -0.34, 0.73], [-2.47, -0.19, -0.98], [-3.96, -0.22, -2.04], [-4.65, -1.43, -2.15], [-5.76, -1.55, -2.98], [-6.18, -0.47, -3.74], [-5.49, 0.73, -3.66], [-4.39, 0.85, -2.81], [-1.94, 1.59, -1.09], [-0.81, 1.91, -1.85], [-0.33, 3.23, -1.89], [-0.98, 4.22, -1.19], [-2.12, 3.91, -0.44], [-2.59, 2.62, -0.38], [-1.64, 0.09, 1.71], [-1.82, 1.64, 2.67], [-0.71, 2.48, 2.81], [-0.84, 3.70, 3.46], [-2.07, 4.09, 3.97], [-3.17, 3.25, 3.84], [-3.04, 2.03, 3.20], [-1.43, -1.17, 3.02], [-1.82, -2.48, 2.78], [-1.69, -3.46, 3.76], [-1.15, -3.13, 5.00], [-0.74, -1.83, 5.24], [-0.87, -0.86, 4.26], [-5.77, 1.18, -0.67], [-7.22, 3.17, -0.62], [-8.19, 2.57, 3.32], [-6.73, 0.58, 3.47], [-4.33, -2.29, -1.56], [-6.29, -2.49, -3.04], [-7.04, -0.56, -4.39], [-5.81, 1.58, -4.25], [-3.87, 1.80, -2.75], [-0.33, 1.14, -2.44], [0.55, 3.46, -2.47], [-0.61, 5.24, -1.22], [-2.63, 4.69, 0.12], [-3.44, 2.37, 0.23], [0.24, 2.18, 2.38], [0.02, 4.35, 3.56], [-2.17, 5.05, 4.46], [-4.14, 3.55, 4.23], [-3.90, 1.38, 3.10], [-2.29, -2.72, 1.83], [-2.02, -4.47, 3.56], [-1.06, -3.89, 5.77], [-0.32, -1.57, 6.20], [-0.57, 0.16, 4.47], [1.74, -0.16, 0.89], [2.69, -0.81, 1.34], [3.70, -1.72, 1.65], [3.51, -2.75, 2.66], [4.58, -3.53, 3.13], [4.37, -4.55, 4.05], [3.10, -4.81, 4.54], [2.03, -4.03, 4.11], [2.23, -3.01, 3.19], [4.93, -1.64, 0.84], [5.38, -0.40, 0.38], [6.49, -0.30, -0.45], [7.16, -1.45, -0.86], [6.71, -2.69, -0.43], [5.61, -2.79, 0.41], [5.58, -3.32, 2.80], [5.22, -5.13, 4.40], [2.94, -5.61, 5.26], [1.04, -4.19, 4.50], [1.40, -2.38, 2.90], [4.85, 0.49, 0.69], [6.82, 0.67, -0.78], [8.02, -1.37, -1.51], [7.22, -3.59, -0.75], [5.28, -3.77, 0.73], [0.31, -4.89, -1.94], [-0.04, -3.41, -2.25], [0.62, -2.55, -1.29], [0.03, -2.74, 0.03], [0.06, -4.23, 0.42], [0.96, -4.91, -0.58], [2.29, -4.21, -0.62], [2.04, -2.83, -1.27], [1.04, -5.31, -2.64], [-0.56, -5.54, -1.90], [-1.12, -3.24, -2.19], [0.28, -3.16, -3.26], [-1.00, -2.36, 0.00], [0.58, -2.15, 0.75], [-0.91, -4.72, 0.35], [0.49, -4.39, 1.41], [1.10, -5.87, -0.29], [2.98, -4.84, -1.18], [2.63, -4.12, 0.42], [2.42, -2.81, -2.29], [2.55, -2.05, -0.70]], "lowdin_charge": [0.486, 1.237, -0.544, -0.119, -0.150, 0.049, -0.165, -0.149, -1.068, 0.869, -0.404, -0.152, -0.091, -0.096, -0.091, -0.109, -0.465, -0.187, -0.092, -0.084, -0.069, -0.104, 0.801, -0.367, -0.113, -0.085, -0.091, -0.076, -0.085, -0.336, -0.155, -0.094, -0.120, -0.079, -0.071, 0.071, 0.103, 0.099, 0.088, 0.080, 0.100, 0.098, 0.101, 0.099, 0.090, 0.102, 0.101, 0.109, 0.095, 0.077, 0.101, 0.099, 0.102, 0.063, 0.064, 0.103, 0.104, 0.107, 0.104, -0.123, -0.193, -0.174, -0.188, -0.046, -0.086, -0.094, -0.082, -0.032, -0.193, -0.023, -0.080, -0.098, -0.090, -0.067, 0.106, 0.102, 0.097, 0.075, 0.096, 0.114, 0.103, 0.098, 0.099, 0.100, -0.061, -0.140, -0.134, -0.189, -0.057, -0.085, -0.051, -0.124, 0.128, 0.128, 0.119, 0.126, 0.061, 0.061, 0.132, 0.116, 0.183, 0.131, 0.119, 0.131, 0.092]}